Molecular formula: C2H7BrGaMgO
Method: DFT, ωB97M-V/def2-TZVPD

Cartesian coordinates (Å):
C 2.078706 0.230753 0.463661
O 1.531862 -1.074692 0.063545
C 0.272510 -0.950003 -0.687288
Ga -1.328723 -0.217599 0.406103
Br -1.864962 2.114966 -0.098292
H 3.050971 0.502255 -0.163673
H 1.325956 1.125253 0.407703
H 2.438389 0.125371 1.596919
H -0.020461 -2.056548 -1.023811
H 0.341023 -0.324893 -1.674256
H -2.622195 -1.101082 -0.045204
H -1.180882 -0.443895 2.007556
Mg -4.022195 2.070113 -1.252964

Cartesian forces, eV/Å:
1.394 0.200 1.005
-1.507 2.335 -0.727
0.640 -0.839 -1.419
0.533 -3.349 1.196
-0.946 1.191 -0.756
-2.205 -0.607 1.087
1.125 -1.760 -0.054
-0.863 0.216 -2.495
0.561 2.389 0.923
0.435 -1.037 1.595
-0.067 0.809 -0.304
-0.066 0.733 -0.661
0.965 -0.281 0.610

## Properties
Total charge = +1
HOMO energy = -11.155 eV
DFT total energy = -4854.113819 hartree
Frontier orbital gap = 0.1020 Eh

Here are the Löwdin charges for atoms 1 to 8, given in e: -0.1331, -0.2876, -0.3454, 0.1352, 0.2444, 0.1158, 0.0668, 0.1205